{
  "formula": "CH4N2O2S",
  "method": "ωB97M-V with the def2-TZVPD basis set",
  "symbols": ["O", "C", "N", "O", "N", "S", "H", "H", "H", "H"],
  "positions_angstrom": [[-1.646, -0.936, 0.110], [-0.715, -0.179, -0.024], [-0.606, 0.991, 0.792], [0.677, 1.439, 0.940], [0.375, -0.329, -0.893], [0.498, -1.677, -1.952], [-1.018, 0.842, 1.694], [0.496, 2.375, 0.931], [1.248, 0.107, -0.624], [0.691, -2.634, -0.975]],
  "homo_ev": -9.689,
  "smiles": "O=C(NO)NS",
  "e_lumo_ha": 0.0206,
  "relative_energy_kj_mol": 119.1,
  "charge": 0,
  "gap_ev": 10.250
}